C30H27HgN4O2S2 as an isolated structure, computed with ωB97M-V/def2-TZVPD.

The orbital gap (alpha / beta) is 0.2773 / 0.2591 Ha. Its spin multiplicity is 2. The HOMO energy (alpha / beta) is -6.93 / -7.83 eV. Its expectation value of S² is 0.785.

XYZ file:
```
66
Properties=species:S:1:pos:R:3:forces:R:3:lowdin_spin:R:1
Hg 0.742750 -0.096988 0.467126 -0.02 0.02 -0.04 0.008
S 3.800988 1.519417 -2.546036 0.00 0.01 0.01 0.000
C 3.890906 -0.183176 -2.578278 -0.02 -0.01 -0.01 0.000
C 2.977865 -0.747328 -1.740365 -0.03 0.01 -0.01 0.000
C 2.169771 0.198358 -1.040172 0.00 0.03 0.09 0.005
C 2.521638 1.479034 -1.383545 -0.03 0.01 -0.08 0.000
C 1.910191 2.725959 -0.888411 0.02 0.00 0.01 0.000
C 2.318549 3.989950 -1.314091 -0.01 -0.01 0.00 0.000
C 1.674826 5.104638 -0.808848 0.00 0.01 0.00 0.000
C 0.642756 4.939630 0.102273 0.01 0.00 -0.01 0.000
C 0.303710 3.648198 0.473847 0.00 0.00 0.04 0.000
N 0.922532 2.576095 -0.003758 0.02 0.01 0.01 0.001
H 4.606975 -0.678715 -3.214644 0.00 0.00 0.01 0.000
H 2.886102 -1.818098 -1.637299 0.00 -0.06 0.05 0.000
H 3.123457 4.096653 -2.029262 0.00 0.00 0.00 0.000
H 1.974874 6.094936 -1.127270 0.00 0.00 0.00 0.000
H 0.111149 5.785988 0.514224 0.00 0.00 0.00 0.000
H -0.500758 3.448499 1.171807 0.02 0.01 -0.03 0.000
C -2.583903 -3.971558 0.022573 0.02 -0.01 0.02 0.002
C -1.221402 -3.533939 -0.459857 -0.05 -0.10 -0.18 0.001
O -1.018139 -2.427160 -0.927488 0.03 0.08 0.09 0.003
N -0.240821 -4.477808 -0.371244 0.04 0.09 0.09 0.000
C 1.145005 -4.128566 -0.602192 -0.01 -0.03 -0.02 0.000
C 1.934008 -3.929566 0.672080 -0.08 -0.08 0.08 0.000
C 3.111129 -4.626371 0.903528 0.07 0.05 -0.03 0.000
C 3.808805 -4.391935 2.079807 0.00 -0.01 -0.02 0.000
C 3.300448 -3.478004 2.984148 -0.02 0.01 0.01 0.000
C 2.105310 -2.840204 2.675863 0.01 0.04 -0.01 0.000
N 1.432913 -3.059014 1.550884 -0.05 -0.09 -0.03 0.001
H -3.318779 -3.230347 -0.280213 -0.02 0.01 0.00 0.000
H -2.581384 -4.046816 1.111642 -0.03 0.00 -0.01 0.002
H -2.854930 -4.946101 -0.385440 0.01 0.00 0.00 0.000
H -0.449605 -5.340289 0.102756 -0.01 0.02 0.03 0.000
H 1.114223 -3.192312 -1.157484 0.07 0.05 -0.05 0.000
H 1.626610 -4.884295 -1.224331 -0.02 -0.01 -0.01 0.000
H 3.479526 -5.330594 0.168387 -0.01 0.00 0.00 0.000
H 4.733800 -4.916201 2.283035 0.00 0.00 0.00 0.000
H 3.811887 -3.255898 3.910441 -0.01 0.00 0.00 0.000
H 1.673530 -2.107267 3.349968 -0.01 0.01 -0.01 0.000
N 0.002483 0.030251 3.275596 -0.06 0.01 0.02 0.018
C -0.466156 -0.355127 2.165307 0.16 -0.07 0.02 0.067
H -0.644184 -0.135064 4.058109 0.00 0.00 -0.02 0.002
O -2.043401 1.654454 0.510947 -0.06 -0.04 0.01 0.012
S -3.324533 1.175725 1.105812 -0.03 0.01 0.01 0.026
C -2.944493 -0.015919 2.352773 0.03 -0.02 0.04 0.202
C -3.551954 0.099009 3.567937 -0.02 -0.03 -0.05 0.012
C -3.350955 -0.878897 4.559639 0.00 -0.02 0.01 0.310
C -2.579991 -2.030228 4.254771 -0.04 0.01 -0.01 0.016
C -1.942490 -2.151391 3.064286 -0.02 -0.04 0.05 0.194
C -1.900351 -1.041860 2.074694 0.13 0.09 -0.07 0.062
C -4.011868 0.017257 -0.090129 0.03 0.00 -0.05 0.013
C -5.157597 -0.710346 0.207278 -0.02 0.02 0.02 0.003
C -5.688750 -1.556157 -0.752135 -0.01 -0.01 0.02 0.000
C -5.075517 -1.669766 -1.996358 0.01 0.01 0.00 0.000
C -3.930726 -0.941103 -2.277345 -0.01 -0.02 -0.02 0.001
C -3.393562 -0.086472 -1.322181 0.04 -0.03 0.03 0.002
H -4.227390 0.926962 3.752021 0.01 0.01 0.00 -0.005
H -3.831548 -0.782093 5.522825 0.00 0.00 0.00 0.018
H -2.519966 -2.830664 4.982186 0.01 0.00 0.00 -0.005
H -1.357914 -3.036053 2.840493 0.06 0.03 0.01 0.010
H -1.967830 -1.410273 1.049042 -0.08 0.01 -0.02 0.015
H -5.624092 -0.620783 1.181707 0.00 0.00 0.00 0.001
H -6.580861 -2.128187 -0.531001 0.00 0.00 0.00 0.000
H -5.492854 -2.332128 -2.744109 0.00 0.00 0.00 0.000
H -3.445913 -1.039805 -3.239686 0.01 0.00 0.01 0.000
H -2.492398 0.483254 -1.508842 -0.01 0.01 -0.01 0.000
```
Forces are in eV/Å.

C30H28BrN4O3PPt as an isolated structure, computed with ωB97M-V/def2-TZVPD.

As for the net charge: +2. The orbital gap is 0.2548 Ha. The HOMO energy is -13.93 eV.

XYZ file:
```
68
Properties=species:S:1:pos:R:3:forces:R:3:nbo_charge:R:1
Pt 0.042542 -0.108105 0.025355 -0.93 -1.02 -0.09 1.072
O -1.910738 0.490055 0.140687 0.12 0.63 -0.61 -0.557
N -2.702461 -0.074791 -0.726779 -0.04 -0.33 0.22 0.212
N -2.177336 -0.993629 -1.385552 0.04 -0.09 -0.04 0.192
O -0.888524 -1.345635 -1.248218 0.15 0.18 0.11 -0.527
C -2.924335 -1.726174 -2.392359 0.01 0.13 0.14 0.130
C -2.233848 -2.588784 -3.227255 -0.11 0.02 -0.05 -0.228
C -2.957909 -3.266328 -4.196948 0.02 0.00 0.01 -0.186
C -4.326950 -3.074832 -4.312154 0.01 -0.04 -0.02 -0.162
C -4.990188 -2.206411 -3.455215 -0.02 0.04 0.06 -0.180
C -4.293714 -1.518714 -2.475971 -0.03 -0.14 -0.09 -0.223
H -1.168104 -2.723401 -3.133729 0.01 0.02 0.00 0.240
H -2.444192 -3.942372 -4.866292 -0.01 0.00 0.00 0.238
H -4.883185 -3.608577 -5.070536 0.01 0.01 -0.01 0.241
H -6.058264 -2.063696 -3.544094 0.01 0.00 0.00 0.242
H -4.802656 -0.851592 -1.797041 0.02 0.04 -0.01 0.249
N 1.139796 -0.466086 2.717666 -0.35 -0.33 -0.09 -0.918
P 1.638631 -1.152709 1.246822 0.91 0.11 -0.06 1.523
C 3.378990 -0.723652 1.124013 0.13 -0.16 -0.12 -0.496
C 4.275011 -1.528060 1.845238 -0.08 -0.07 -0.04 -0.176
C 5.614874 -1.192967 1.903938 0.06 0.06 -0.01 -0.194
C 6.080104 -0.056790 1.251355 -0.01 -0.04 0.01 -0.142
C 5.197849 0.751384 0.551173 -0.03 -0.02 0.02 -0.216
C 3.852890 0.419612 0.488424 -0.12 0.26 0.07 -0.109
C 1.591333 -2.921496 1.376678 -0.33 -0.03 -0.08 -0.394
C 0.925717 -3.588326 2.407835 0.08 0.05 0.04 -0.183
C 0.979691 -4.970513 2.469748 -0.01 -0.03 -0.03 -0.206
C 1.668645 -5.684683 1.496905 -0.02 -0.04 0.03 -0.141
C 2.319364 -5.024027 0.463033 -0.02 0.05 -0.03 -0.189
C 2.282634 -3.641789 0.395796 0.05 -0.09 0.07 -0.202
C 0.722125 0.839510 2.673790 0.11 0.11 -0.02 0.422
C 0.604476 1.674420 3.781089 0.11 -0.03 -0.06 -0.266
C 0.200523 2.974639 3.578945 0.00 0.03 0.02 -0.075
C -0.071459 3.440230 2.289278 -0.01 0.06 0.03 -0.245
C 0.049723 2.572447 1.241739 0.07 -0.13 0.05 0.074
N 0.434596 1.286323 1.436495 0.00 0.33 0.00 -0.489
H 1.391218 -0.880448 3.601918 0.09 0.06 0.08 0.448
H 3.934645 -2.418785 2.357698 0.00 -0.01 -0.02 0.226
H 6.300350 -1.821048 2.456743 -0.01 0.00 0.00 0.243
H 7.130895 0.197339 1.293923 -0.01 0.00 0.00 0.243
H 5.553492 1.644145 0.054710 0.00 -0.01 -0.02 0.238
H 3.176476 1.064018 -0.054830 0.16 -0.09 0.19 0.211
H 0.377151 -3.039144 3.159652 -0.03 0.03 -0.02 0.230
H 0.479797 -5.493811 3.273716 0.02 0.01 0.00 0.244
H 1.701367 -6.765222 1.547637 0.01 0.01 0.01 0.245
H 2.866029 -5.584660 -0.282990 -0.02 0.00 -0.01 0.243
H 2.804238 -3.127240 -0.400909 0.09 -0.02 0.09 0.237
H 0.849502 1.300640 4.765079 -0.02 0.00 0.01 0.253
H 0.104610 3.641218 4.425688 -0.01 0.00 0.00 0.257
H -0.387261 4.457122 2.110598 0.02 0.00 0.00 0.263
H -0.161577 2.857973 0.221256 -0.06 -0.02 0.00 0.237
C -2.601371 -1.652587 2.422675 0.00 -0.02 0.01 -0.253
O -1.465331 -2.007143 1.620844 -0.11 0.08 0.00 -0.773
H -2.704558 -2.325156 3.275700 0.00 0.02 -0.01 0.188
H -3.523102 -1.664619 1.839762 0.00 0.00 0.00 0.187
H -2.434753 -0.639076 2.781722 0.01 -0.01 0.00 0.187
H -1.634610 -2.856077 1.197204 0.01 -0.02 0.04 0.487
Br 4.832964 -0.235066 -4.639022 0.00 0.01 -0.03 0.145
C 3.422499 -0.199801 -3.402096 -0.03 -0.05 0.06 -0.086
C 2.810101 -1.387217 -3.022602 0.00 -0.01 -0.12 -0.204
C 1.797038 -1.377731 -2.073877 -0.11 0.01 -0.04 -0.289
C 1.413806 -0.168560 -1.525194 0.55 0.29 0.67 -0.053
C 1.993139 1.023744 -1.910698 -0.37 0.08 -0.38 -0.218
C 2.996723 1.007782 -2.872939 -0.09 0.08 -0.05 -0.230
H 3.118075 -2.321347 -3.473246 0.01 0.00 0.01 0.248
H 1.308099 -2.306639 -1.808963 0.03 0.05 0.05 0.241
H 1.658131 1.974714 -1.513580 0.08 -0.01 0.08 0.223
H 3.444272 1.937154 -3.198451 0.01 -0.01 0.00 0.252
```
Forces are in eV/Å.

The calculation returns the following relative energy (zero: lowest compared OMol25 entry of this formula, charge and spin) values, one per record and in order: 0.000 1.208 eV.